{
  "formula": "C75H168AsF6NP4",
  "method": "ωB97M-V/def2-TZVPD",
  "species": ["C", "C", "C", "C", "N", "C", "C", "C", "C", "C", "C", "C", "H", "H", "H", "H", "H", "H", "H", "H", "H", "H", "H", "H", "H", "H", "H", "H", "H", "H", "H", "H", "H", "H", "H", "H", "C", "C", "C", "C", "P", "C", "C", "C", "C", "C", "C", "C", "C", "C", "C", "C", "C", "H", "H", "H", "H", "H", "H", "H", "H", "H", "H", "H", "H", "H", "H", "H", "H", "H", "H", "H", "H", "H", "H", "H", "H", "H", "H", "H", "H", "H", "H", "H", "H", "H", "H", "H", "H", "C", "C", "C", "C", "P", "C", "C", "C", "C", "C", "C", "C", "C", "C", "C", "C", "C", "H", "H", "H", "H", "H", "H", "H", "H", "H", "H", "H", "H", "H", "H", "H", "H", "H", "H", "H", "H", "H", "H", "H", "H", "H", "H", "H", "H", "H", "H", "H", "H", "H", "H", "H", "H", "C", "C", "C", "C", "P", "C", "C", "C", "C", "C", "C", "C", "C", "C", "C", "C", "C", "H", "H", "H", "H", "H", "H", "H", "H", "H", "H", "H", "H", "H", "H", "H", "H", "H", "H", "H", "H", "H", "H", "H", "H", "H", "H", "H", "H", "H", "H", "H", "H", "H", "H", "H", "H", "C", "C", "C", "C", "P", "C", "C", "C", "C", "C", "C", "C", "C", "C", "C", "C", "C", "H", "H", "H", "H", "H", "H", "H", "H", "H", "H", "H", "H", "H", "H", "H", "H", "H", "H", "H", "H", "H", "H", "H", "H", "H", "H", "H", "H", "H", "H", "H", "H", "H", "H", "H", "H", "As", "F", "F", "F", "F", "F", "F"],
  "positions_angstrom": [[2.405, -1.138, -4.116], [2.766, -1.491, -2.699], [1.840, -2.560, -2.069], [2.524, -3.127, -0.764], [1.874, -4.329, -0.135], [1.781, -5.545, -1.071], [3.190, -6.156, -1.164], [3.903, -5.655, 0.163], [2.768, -4.910, 0.920], [0.467, -3.890, 0.345], [-0.304, -5.065, 0.899], [-1.468, -4.420, 1.626], [2.177, -2.105, -4.645], [3.093, -0.434, -4.694], [1.373, -0.683, -4.150], [2.796, -0.640, -2.047], [3.661, -2.124, -2.713], [1.813, -3.389, -2.797], [0.810, -2.245, -1.860], [2.424, -2.342, 0.029], [3.568, -3.374, -0.991], [1.087, -6.248, -0.580], [1.171, -5.219, -1.925], [3.209, -7.227, -1.201], [3.754, -5.839, -2.013], [4.244, -6.466, 0.818], [4.747, -5.028, -0.114], [2.069, -5.570, 1.410], [3.065, -4.106, 1.560], [-0.061, -3.430, -0.491], [0.513, -3.077, 1.137], [0.290, -5.659, 1.614], [-0.660, -5.836, 0.208], [-1.178, -3.746, 2.404], [-2.109, -5.158, 1.971], [-2.115, -3.969, 0.903], [0.271, -0.613, 13.059], [-0.527, -1.947, 13.003], [-0.409, -2.715, 11.610], [-1.283, -2.057, 10.578], [-1.141, -2.601, 8.871], [-1.856, -4.309, 8.805], [-3.397, -4.293, 8.974], [-3.970, -5.624, 9.226], [-3.812, -6.586, 8.072], [0.576, -2.502, 8.288], [1.233, -1.148, 7.825], [0.915, -0.744, 6.358], [1.768, 0.429, 5.890], [-2.239, -1.518, 8.005], [-2.707, -1.976, 6.595], [-3.916, -1.155, 6.009], [-3.507, 0.196, 5.460], [0.409, -0.311, 14.101], [-0.242, 0.221, 12.532], [1.314, -0.744, 12.669], [-1.592, -1.669, 13.174], [-0.361, -2.625, 13.837], [-0.713, -3.744, 11.679], [0.640, -2.668, 11.236], [-1.139, -0.984, 10.601], [-2.364, -2.208, 10.807], [-1.242, -4.872, 9.547], [-1.570, -4.728, 7.807], [-3.831, -3.782, 8.113], [-3.545, -3.587, 9.815], [-5.007, -5.659, 9.454], [-3.421, -6.027, 10.094], [-2.838, -6.701, 7.725], [-4.366, -6.204, 7.219], [-4.189, -7.589, 8.223], [0.738, -3.204, 7.515], [1.113, -2.783, 9.185], [2.319, -1.410, 7.935], [0.932, -0.368, 8.477], [-0.100, -0.317, 6.304], [1.114, -1.682, 5.822], [2.813, 0.079, 5.756], [1.720, 1.171, 6.704], [1.387, 0.888, 4.985], [-1.731, -0.554, 7.981], [-3.093, -1.408, 8.704], [-3.046, -3.030, 6.617], [-1.855, -2.087, 5.909], [-4.616, -1.016, 6.805], [-4.266, -1.816, 5.238], [-3.286, 0.886, 6.212], [-4.375, 0.625, 4.856], [-2.656, 0.148, 4.840], [-6.557, -1.768, 0.978], [-5.522, -0.991, 1.856], [-5.479, 0.530, 1.522], [-4.949, 0.819, 0.123], [-4.548, 2.484, -0.311], [-3.834, 2.453, -1.942], [-2.368, 1.913, -1.915], [-1.855, 1.725, -3.371], [-0.377, 1.536, -3.452], [-6.067, 3.461, -0.193], [-7.250, 2.943, -0.955], [-8.547, 3.642, -0.604], [-8.558, 5.130, -0.789], [-3.404, 3.103, 0.868], [-2.935, 4.551, 0.751], [-1.977, 4.795, 1.978], [-1.643, 6.241, 2.163], [-6.441, -1.541, -0.091], [-7.516, -1.551, 1.281], [-6.454, -2.851, 1.051], [-4.468, -1.396, 1.783], [-5.674, -1.203, 2.908], [-4.844, 0.978, 2.260], [-6.442, 0.972, 1.587], [-5.733, 0.553, -0.569], [-3.993, 0.329, -0.131], [-3.940, 3.422, -2.493], [-4.470, 1.709, -2.463], [-2.399, 0.938, -1.386], [-1.807, 2.677, -1.359], [-2.218, 2.499, -4.124], [-2.399, 0.833, -3.684], [-0.088, 0.620, -2.877], [0.174, 2.399, -3.087], [-0.121, 1.257, -4.507], [-5.835, 4.445, -0.405], [-6.304, 3.575, 0.922], [-7.515, 1.902, -0.749], [-7.020, 3.120, -2.026], [-8.719, 3.439, 0.467], [-9.443, 3.176, -1.097], [-7.964, 5.679, -0.040], [-9.601, 5.412, -0.744], [-8.243, 5.366, -1.807], [-2.518, 2.401, 0.769], [-3.737, 2.967, 1.877], [-3.758, 5.253, 0.811], [-2.430, 4.661, -0.206], [-1.144, 4.085, 1.917], [-2.532, 4.439, 2.883], [-2.603, 6.952, 2.066], [-0.947, 6.605, 1.394], [-1.256, 6.443, 3.149], [2.368, 2.726, -5.716], [1.562, 2.233, -6.944], [2.039, 0.880, -7.439], [1.435, 0.369, -8.787], [-0.066, -0.647, -8.837], [-0.058, -2.108, -7.656], [-0.640, -1.705, -6.275], [-0.517, -2.857, -5.269], [-1.002, -2.461, -3.790], [-1.421, 0.451, -8.468], [-1.682, 1.427, -9.614], [-2.716, 2.439, -9.215], [-2.559, 3.056, -7.811], [-0.375, -1.283, -10.544], [0.432, -2.593, -10.910], [-0.021, -3.183, -12.199], [0.569, -4.540, -12.355], [2.208, 3.786, -5.434], [3.449, 2.664, -5.832], [2.008, 2.106, -4.877], [1.743, 2.915, -7.751], [0.497, 2.150, -6.689], [1.934, 0.120, -6.695], [3.056, 1.063, -7.588], [2.206, -0.208, -9.301], [1.321, 1.237, -9.461], [0.990, -2.482, -7.717], [-0.678, -2.883, -8.116], [-1.719, -1.485, -6.227], [-0.092, -0.825, -5.955], [0.531, -3.134, -5.187], [-1.035, -3.755, -5.612], [-0.509, -1.604, -3.345], [-0.840, -3.301, -3.066], [-2.043, -2.374, -3.929], [-1.269, 1.027, -7.566], [-2.323, -0.136, -8.266], [-2.032, 0.866, -10.501], [-0.805, 1.960, -9.961], [-3.601, 1.864, -9.162], [-2.964, 3.259, -9.887], [-3.083, 3.966, -7.637], [-1.530, 3.347, -7.709], [-2.828, 2.386, -7.003], [-0.245, -0.451, -11.250], [-1.430, -1.556, -10.599], [0.234, -3.222, -10.049], [1.570, -2.494, -10.894], [0.109, -2.556, -13.071], [-1.103, -3.147, -12.151], [0.310, -5.102, -13.266], [0.185, -5.181, -11.541], [1.608, -4.552, -12.386], [0.983, 5.040, -0.467], [2.014, 5.283, -1.501], [3.443, 4.921, -1.015], [3.608, 3.414, -0.732], [5.171, 2.959, -0.015], [5.433, 3.926, 1.553], [4.383, 3.697, 2.653], [4.804, 4.756, 3.772], [3.872, 4.644, 4.992], [6.502, 3.505, -1.119], [6.400, 3.095, -2.618], [6.868, 1.611, -2.913], [6.282, 1.234, -4.302], [5.127, 1.181, 0.289], [6.373, 0.582, 0.948], [6.245, -0.887, 1.358], [5.130, -1.254, 2.368], [0.006, 5.358, -0.751], [1.317, 5.484, 0.488], [0.927, 4.002, -0.243], [1.989, 6.336, -1.778], [1.869, 4.784, -2.446], [3.692, 5.506, -0.187], [4.082, 5.135, -1.839], [3.399, 2.870, -1.656], [2.869, 3.115, 0.006], [5.433, 4.952, 1.199], [6.415, 3.608, 1.881], [4.503, 2.746, 3.137], [3.372, 3.810, 2.334], [4.770, 5.753, 3.330], [5.844, 4.527, 4.042], [3.916, 5.598, 5.487], [4.124, 3.855, 5.700], [2.878, 4.512, 4.558], [7.432, 3.175, -0.757], [6.503, 4.603, -0.992], [7.083, 3.789, -3.175], [5.381, 3.168, -2.968], [6.418, 0.874, -2.241], [7.904, 1.547, -2.846], [6.427, 2.019, -5.034], [5.183, 1.007, -4.211], [6.778, 0.379, -4.760], [4.874, 0.676, -0.696], [4.258, 0.961, 0.843], [6.590, 1.284, 1.786], [7.186, 0.607, 0.249], [7.223, -1.122, 1.852], [6.044, -1.494, 0.490], [5.193, -2.273, 2.692], [4.159, -1.124, 1.885], [5.125, -0.742, 3.221], [0.662, 0.684, 0.985], [-0.367, 0.687, 2.396], [1.449, -0.770, 1.562], [1.824, 0.646, -0.290], [-0.192, 1.965, 0.228], [1.751, 1.754, 1.761], [-0.378, -0.437, 0.158]],
  "gap_ev": 10.93,
  "multiplicity": 1,
  "total_charge": 4,
  "de_lowest_kj_mol": 0.0,
  "energy_ha": -7212.54705
}